Record 1
Entry from the Open Molecules 2025 dataset: a cluster of 2 separate species, C4H12NS in total in a non-equilibrium geometry (the ωB97M-V functional and the def2-TZVPD basis).

As for the net charge: 0. Its multiplicity is 2. The value obtained for the electronic energy is -612.4609 Ha.

Last column: Löwdin spin population.
CARTESIAN COORDINATES (ANGSTROEM)
1 C -2.69452 1.42640 -0.80778  0.0046
2 S -2.05859 0.11426 -1.93110  0.0013
3 H -2.65977 2.39886 -1.28683  0.0005
4 H -3.70903 1.16198 -0.52774  0.0002
5 H -2.06120 1.47314 0.07558  0.0047
6 H -2.38748 -0.90938 -1.11351  0.0004
7 C 2.00621 -1.89730 0.75037  0.0094
8 C 1.11854 -0.71940 1.13305  0.0155
9 C 1.02550 1.31773 -0.29822  0.5642
10 N 0.72076 0.01982 -0.05582  0.2834
11 H 1.46325 -2.63177 0.15734  0.0004
12 H 2.85390 -1.54036 0.16774  0.0007
13 H 2.37627 -2.40339 1.64523  0.0015
14 H 0.20399 -1.07949 1.60858  0.0049
15 H 1.64042 -0.03835 1.80219  0.0017
16 H 0.78399 1.76974 -1.24573  0.0463
17 H 1.40664 1.90623 0.52818  0.0520
18 H -0.02889 -0.36873 -0.60155  0.0082



Record 2
Entry from the Open Molecules 2025 dataset: a cluster of 3 separate species, C4H12NS in total in a non-equilibrium geometry (the ωB97M-V functional and the def2-TZVPD basis).

As for the net charge: +1. The value obtained for the electronic energy is -612.1087 Ha.

Last column: natural (NBO) charge in e.
CARTESIAN COORDINATES (ANGSTROEM)
1 C 0.52578 0.81078 -2.50535  -0.6522
2 C 1.50539 1.31871 -1.49690  -0.1766
3 C 2.69886 1.83165 -1.70876  -0.3481
4 C -0.13208 -0.09020 1.16672  -0.2870
5 S -1.27649 -0.85980 0.23283  0.4220
6 N -2.50789 -1.90441 3.22467  -1.0399
7 H -0.43346 1.33152 -2.42417  0.2186
8 H 0.32684 -0.24484 -2.29626  0.1977
9 H 0.84204 0.89580 -3.54119  0.2466
10 H 1.32529 0.90437 -0.48545  0.1443
11 H 3.34576 1.97281 -0.85451  0.2086
12 H 3.07530 2.12082 -2.68024  0.2184
13 H 0.59769 -0.74254 1.63911  0.2492
14 H -0.49252 0.74167 1.77752  0.2886
15 H -1.54077 -2.07589 0.79387  0.2056
16 H -1.84953 -1.69841 2.50876  0.3192
17 H -2.61272 -2.87345 3.48196  0.3949
18 H -3.39751 -1.43861 3.16739  0.3901



Record 3
Entry from the Open Molecules 2025 dataset: a cluster of 2 separate species, C4H12NS in total in a non-equilibrium geometry (the ωB97M-V functional and the def2-TZVPD basis).

As for the net charge: +1. The value obtained for the electronic energy is -612.2585 Ha.

Last column: natural (NBO) charge in e.
CARTESIAN COORDINATES (ANGSTROEM)
1 C -2.27871 -0.64654 -0.28008  -0.4327
2 C -1.14264 -0.35691 -2.37669  0.0958
3 N -1.26282 -0.09156 -1.14978  -0.4097
4 H -2.61737 0.22436 0.31563  0.2461
5 H -1.82650 -1.39774 0.34736  0.2428
6 H -3.08272 -1.04842 -0.94714  0.2346
7 H -1.92015 -0.94423 -2.91324  0.2293
8 H -0.38287 0.23947 -2.98993  0.2424
9 H -0.53322 0.40043 -0.62421  0.4234
10 C 1.66660 -0.98612 0.21592  -0.7251
11 S 1.15565 0.75531 0.49150  0.1869
12 C 0.67706 0.77101 2.24417  -0.7340
13 H 0.94601 -1.67489 0.61416  0.2149
14 H 2.67388 -1.17487 0.58574  0.2503
15 H 1.67108 -1.11538 -0.85519  0.2219
16 H 1.29395 1.51668 2.73967  0.2489
17 H -0.35224 1.00480 2.37543  0.2243
18 H 0.94563 -0.16282 2.71616  0.2401



Table of ΔE to the lowest compared entry with this formula, charge and spin (kJ/mol), in record order: 20.5, 514.6, 121.2